(1)
Density functional theory data (ωB97M-V/def2-TZVPD) for a structure of composition C32H32Cl5N2O4PRuS at a distorted geometry.

Computed properties:
DFT total energy	-4784.59960	Ha
gap between HOMO and LUMO (spin up / spin down)	5.35 / 5.61	eV
lowest unoccupied orbital energy (spin up / spin down)	0.0684 / 0.0160	Ha
relative energy (zero: lowest compared OMol25 entry of this formula, charge and spin)	23.8	kcal per mole
highest occupied orbital energy (spin up / spin down)	-3.49 / -5.17	eV

Structure (ORCA input):
```
! wB97M-V def2-TZVPD RIJCOSX def2/J DEFGRID3
* xyz -1 6
Cl -4.48110 4.85767 -1.68207
C -2.16041 3.74856 -0.73961
P -2.42620 -0.85428 0.20446
C 2.60176 -2.42011 0.42420
C -0.81526 6.15827 -0.82650
H 2.23609 1.88835 4.71103
C 4.55096 -0.12934 -1.44326
O -1.97332 -2.39088 0.45433
C -1.88816 -0.09528 -3.12497
C 1.94652 -1.19080 0.38387
C -0.22801 4.98592 -0.35307
Cl 1.39358 5.15942 0.30163
H 1.44669 2.15397 -2.79957
H 1.76043 3.48130 -1.59437
C 2.77941 -0.79787 2.67900
C -2.87444 -3.28261 2.50788
N 1.30265 0.82878 1.66945
H 0.06728 2.78713 3.93577
C -1.76165 -2.47194 -2.48460
C 3.02261 1.79594 -1.33797
H 4.88845 -1.03569 -1.94771
C 0.50347 2.76753 2.91993
C 3.54010 0.62931 -1.99639
H -4.49115 -2.33259 -2.86713
H 1.04964 3.70068 2.72797
N 6.94138 -1.29729 0.85547
C 4.70317 1.42199 0.39719
H -4.72548 -4.26232 0.89730
H -0.98277 0.08701 -2.56154
H -0.28557 2.71534 2.20316
H -2.50737 -5.59897 1.02324
H 4.06592 -2.36397 3.48134
H -1.90382 -4.79441 -0.42087
C 2.91741 0.04111 3.80515
S 1.29681 -0.71677 -1.12356
H -3.51517 -4.08023 2.89421
Cl -3.10810 2.29052 -0.65565
C -1.98414 -4.70023 0.64153
H 3.83800 -3.80634 1.50495
H -4.67834 -2.53279 0.49695
C 3.42843 -2.04269 2.63062
O -3.37948 -0.34496 1.19784
H -4.54715 -0.64773 -3.40077
O -1.09747 -0.15654 0.02863
C 6.13648 -0.60938 0.38499
C 5.13642 0.25703 -0.21762
H 3.19051 0.37557 -2.98791
C 1.80253 2.41950 -1.78776
C 3.31129 -2.85234 1.53507
C 2.20956 1.21633 3.85956
H 5.18168 1.68824 1.35224
Cl -2.91994 7.50455 -1.85024
H -1.00101 -4.62261 1.09842
C 1.37034 1.55334 2.77093
H -1.89998 -3.33695 2.99408
C -2.13607 6.08106 -1.24586
C -0.83028 3.74696 -0.35111
H -1.53474 -0.36814 -4.13895
H 3.55786 -0.25797 4.63334
C -3.91976 -1.54144 -3.32971
H -2.30406 -3.33007 -2.10540
H -3.33921 -2.33178 2.68760
Cl -0.00915 7.67611 -0.86725
H -3.65599 -1.87896 -4.32562
H -1.45501 -2.63859 -3.51856
C 3.67354 2.18797 -0.14561
H 3.30547 3.04212 0.40604
H -2.47559 0.82283 -3.17019
C 1.98628 -0.35777 1.57269
C -4.16008 -3.48420 0.38476
C -2.82245 4.89197 -1.19111
O -3.17964 -0.89972 -1.23284
H 2.57999 -3.03424 -0.46382
Ru 0.12092 1.66328 -0.29320
H -0.84668 -2.33558 -1.88678
C -2.66214 -1.23041 -2.52532
H -4.10087 -3.72128 -0.66670
C -2.77643 -3.44759 1.00436
*
```

Here are the Löwdin charges for atoms 1 to 4, given in e: Cl 0.648; C -0.694; P 0.223; C -0.108

=====

(2)
Density functional theory data (ωB97M-V/def2-TZVPD) for a structure of composition C32H32ClNPRh at a distorted geometry.

Computed properties:
DFT total energy	-2205.18039	Ha
gap between HOMO and LUMO (spin up / spin down)	6.31 / 6.00	eV
lowest unoccupied orbital energy (spin up / spin down)	0.0230 / -0.0757	Ha
highest occupied orbital energy (spin up / spin down)	-5.68 / -8.06	eV

Structure (ORCA input):
```
! wB97M-V def2-TZVPD RIJCOSX def2/J DEFGRID3
* xyz 0 5
H -2.44182 -0.09421 3.30220
H -1.81554 1.74014 -4.99141
C 2.94594 -2.05124 -5.71385
H -0.68084 3.05523 -2.36272
C -0.62803 2.79759 0.53237
C 0.33202 0.83211 4.97243
C -3.36172 0.33398 -5.54957
H 4.40661 -1.49538 -4.21896
N -1.04376 0.50300 4.68194
C 1.59295 -2.03377 -6.05947
C 0.64497 4.31412 -5.25156
H -0.88670 4.93169 0.75851
C 1.07296 -1.67080 -0.15266
H 0.38196 -2.38574 -2.16341
H 0.67459 1.63774 4.31761
Cl 1.98978 1.33238 -0.97493
H -1.49016 0.14879 6.67345
C -3.39476 -1.75770 -4.33794
H 1.61095 1.04640 -5.43202
C 1.11745 1.94436 -5.05193
C -3.99122 -0.88334 -5.25586
H 0.38034 1.17785 6.02002
C 0.36928 1.88688 -3.86263
C -1.08331 -1.23747 0.61823
C -1.54294 3.84824 2.50379
H -0.22789 2.89988 -0.47216
H 3.67537 -2.49492 -6.39750
C -1.37571 0.19104 3.28226
C 1.21131 3.14091 -5.76492
H 1.01795 -0.03166 4.85301
C 0.13614 -1.96764 -1.19175
H 1.24686 -2.45836 -7.00019
C -1.65416 2.57904 3.06830
C -1.00344 3.96012 1.22748
H -4.93365 -1.15297 -5.74322
C -0.74326 1.54767 1.09348
C 3.35217 -1.48948 -4.49879
H -3.89960 -2.68280 -4.04525
C -1.69150 -0.30550 5.68798
P -0.04205 0.29773 -3.05476
H -0.80086 -0.69174 2.97403
H -2.06000 2.48442 4.07365
H 2.15302 -1.72134 -0.21730
H -3.76758 0.98739 -6.32243
H -0.39522 -1.49194 -5.49352
H 2.74185 -0.47366 -2.68157
H 0.75370 -0.89723 1.92314
C -1.20601 1.41614 2.40999
C -1.60998 -0.14518 -3.93454
C -0.15723 3.07439 -3.32174
C -2.13649 -1.44840 -3.81105
H -1.34845 -1.35816 5.69751
C 0.32284 -1.22809 0.98188
H -2.77050 -0.28653 5.49703
C -0.03081 4.27802 -4.02559
C 1.06938 -0.82610 -4.01494
Rh -0.05276 0.00586 -0.58586
C -2.23031 0.73958 -4.83383
C -1.18918 -1.67835 -0.73179
H -1.55335 -2.24431 -3.33514
H -0.47901 5.18863 -3.61879
H -1.88276 4.71600 3.06374
H 1.72210 3.14578 -6.72812
H -1.91305 -0.98077 1.27017
C 0.65665 -1.45702 -5.20493
H 0.72727 5.25185 -5.81183
C 2.41993 -0.90486 -3.63358
H -2.09880 -1.78522 -1.31262
*
```

Here are the Löwdin charges for atoms 1 to 4, given in e: H 0.129; H 0.102; C -0.083; H 0.083